(1)
# C4H6OS

A single C4H6OS molecule in a non-equilibrium geometry (ωB97M-V/def2-TZVPD, the Open Molecules 2025 dataset).

The geometry in XYZ format:
```
12
Properties=species:S:1:pos:R:3:forces:R:3:lowdin_charge:R:1
S -1.5311 3.2642 -1.5190 1.964 -1.557 -0.595 0.583
O -0.4350 1.2944 -0.3929 1.849 -3.331 -0.165 -0.171
C -0.0108 -0.7467 0.9952 -1.420 -0.159 -0.044 -0.252
C 0.8916 -1.3671 1.6993 2.772 -1.102 1.281 0.022
C 0.0206 -0.2017 -0.3455 -0.579 0.418 -1.789 -0.123
C -0.5008 1.8997 -1.5569 -4.790 4.120 3.732 -0.659
H -0.9335 -0.9370 -0.8406 3.361 2.591 0.370 0.213
H 1.9934 -1.1053 1.6742 -1.297 -0.401 -0.525 0.088
H 1.0927 -0.4059 -0.6156 -1.160 0.870 -1.325 0.129
H -0.2702 1.5441 -2.4686 1.703 -1.851 -2.748 0.017
H 0.6988 -2.2681 2.3395 -0.258 1.471 -0.200 0.083
H -1.0155 -0.9708 1.0309 -2.144 -1.069 2.009 0.069
```
Forces are in eV/Å.

## Properties
* F_max: 0.143 Eh/bohr
* LUMO: 0.0055 Eh
* gap between HOMO and LUMO: 8.63 eV
* ΔE to the lowest compared entry with this formula, charge and spin: 431.1 kJ/mol
* structure (SMILES): C=CCOC=S

(2)
# CH7NO4

A 3-piece molecular cluster, CH7NO4 overall in a non-equilibrium geometry (ωB97M-V/def2-TZVPD, the Open Molecules 2025 dataset).

The geometry in XYZ format:
```
13
Properties=species:S:1:pos:R:3:forces:R:3:lowdin_charge:R:1
O 2.9048 -0.2744 -0.8030 0.837 0.389 0.707 -0.040
O -2.6850 -0.5469 0.7560 -0.758 -1.070 0.468 0.098
O -0.4455 -0.8310 0.8124 -0.681 -0.972 -0.477 0.081
O 1.9089 2.1918 0.4341 0.065 -0.135 -0.254 -0.065
N -1.4734 -0.3304 -1.1451 1.307 -1.212 -0.303 0.156
C -1.6556 -0.7039 0.1706 0.822 3.402 -0.005 -0.631
H 2.6144 1.6820 0.0111 -0.051 -0.038 0.059 0.004
H 2.3566 2.7103 1.1030 0.028 0.130 0.168 0.030
H -1.9363 0.4874 -1.4847 -0.742 0.040 0.217 0.105
H -0.4948 -0.3052 -1.3930 -0.127 -0.053 -0.103 0.083
H 1.9565 -0.1768 -0.8441 -0.281 -0.358 -0.424 0.015
H -0.6870 -0.9397 1.7407 0.157 -0.118 0.141 0.118
H 3.2941 -0.6959 -1.5714 -0.574 -0.005 -0.194 0.048
```
Forces are in eV/Å.

## Properties
* F_max: 0.068 Eh/bohr
* LUMO: 0.0155 Eh
* gap between HOMO and LUMO: 11.19 eV
* ΔE to the lowest compared entry with this formula, charge and spin: 76.0 kJ/mol
* structure (SMILES): NC(=O)O.O.O

Q: The lowest LUMO belongs to which entry?
A: C4H6OS

Q: Which of these has the lowest gap between HOMO and LUMO?
A: C4H6OS

Q: Which of these has the lowest gap between HOMO and LUMO?
A: C4H6OS

Q: What is the LUMO in the second record?
A: 0.0155 Eh